1.
This record from the OMol25 dataset describes a molecular structure, C4H18AlB3O2 in a non-equilibrium geometry. The level of theory is ωB97M-V with the def2-TZVPD basis set.

Values from the calculation:
HOMO = -0.23387 Eh
Lowest unoccupied orbital energy = -2.2 eV
Net charge = 0

Each line ends with the Löwdin charge.
Cartesian coordinates (Å):
Al  3.10385  13.65528  -13.26411  0.43
B  1.64421  12.26061  -12.14893  -0.34
H  1.38472  12.56211  -13.15192  0.02
H  0.88722  11.64937  -11.68250  0.02
H  2.53966  11.65903  -12.17229  0.00
H  1.89137  13.09043  -11.50507  -0.02
B  4.18155  11.69457  -13.97943  -0.34
H  4.74675  11.27215  -13.16310  0.03
H  3.97606  10.90516  -14.68574  0.01
H  3.29553  12.11999  -13.53426  -0.07
H  4.70319  12.51647  -14.44483  0.02
B  3.94715  12.62634  -11.59256  -0.43
H  3.77498  12.03185  -12.47641  -0.10
H  3.05192  13.20958  -11.44213  -0.03
H  4.16453  11.98059  -10.75590  0.08
H  4.74247  13.35504  -11.61856  0.01
O  2.34974  14.44760  -14.26113  0.20
C  2.54523  14.43671  -15.50036  -0.19
O  3.49936  13.61762  -16.03165  0.05
C  3.86077  14.10937  -17.38322  -0.04
C  2.55240  14.81796  -17.84393  -0.13
C  1.85678  15.25511  -16.59325  -0.03
H  4.16986  13.29954  -18.04408  0.14
H  4.70463  14.79633  -17.31928  0.14
H  1.95846  14.13681  -18.45334  0.13
H  2.80065  15.67054  -18.47604  0.12
H  0.79812  15.02683  -16.46985  0.16
H  2.17653  16.28722  -16.44964  0.15

2.
This record from the OMol25 dataset describes a single C6H15OPS molecule. The level of theory is ωB97M-V with the def2-TZVPD basis set.

Values from the calculation:
HOMO = -0.32015 Eh
SMILES = CC(C)P(O)(=S)C(C)C
Lowest unoccupied orbital energy = 0.8 eV
Net charge = 0

Each line ends with the Löwdin charge.
Cartesian coordinates (Å):
C  -0.67756  -1.43597  1.68554  -0.12
C  -2.66968  -0.71202  0.32685  -0.13
C  1.41909  1.58651  0.61535  -0.11
C  2.29273  0.56070  -1.51754  -0.13
C  -1.25510  -0.36691  0.77125  -0.52
C  1.49192  0.33117  -0.24167  -0.51
O  -0.80945  1.06604  -1.48090  -0.23
P  -0.20304  -0.24734  -0.75982  0.35
S  -0.24842  -1.79432  -1.93933  0.27
H  -0.60347  -2.37870  1.14457  0.07
H  0.31544  -1.16264  2.03873  0.07
H  -1.32157  -1.58457  2.55039  0.08
H  -2.66348  -1.64034  -0.24383  0.06
H  -3.07980  0.07765  -0.30134  0.07
H  -3.31982  -0.83958  1.19029  0.08
H  0.83575  2.35248  0.10806  0.08
H  0.96470  1.38387  1.58245  0.07
H  2.42203  1.97421  0.78497  0.08
H  1.87940  1.39888  -2.07708  0.08
H  2.26113  -0.32752  -2.14785  0.05
H  3.33193  0.78190  -1.28257  0.08
H  -1.25038  0.61214  1.25924  0.11
H  1.94318  -0.49232  0.32074  0.11
H  -1.05550  0.85671  -2.38649  0.06

ΔE to the lowest compared entry with this formula, charge and spin values, unit kcal per mole, following the record order: 2.4 0.0.
Orbital gap values, unit eV, following the record order: 4.20 9.50.